Entry 1:
DFT (ωB97M-V/def2-TZVPD) results for C21H17ClFN6O7SZn as an isolated structure.

```
55
Properties=species:S:1:pos:R:3:forces:R:3:lowdin_charge:R:1
C 0.3023 2.1938 -3.4481 -0.1 0.0 -0.1 -0.0482
N -0.8470 0.3699 2.6797 0.0 0.1 0.0 0.1249
N 0.0475 -1.5139 -2.9086 -0.1 0.1 0.0 0.1448
C -0.2940 0.6923 -5.2291 0.0 0.0 0.0 -0.0649
C 1.4068 2.6129 -4.1672 0.0 0.0 0.0 -0.0312
C 0.2356 -1.5790 3.5569 -0.1 -0.1 0.0 -0.2006
C 1.6709 -2.7020 -1.6161 0.0 0.0 -0.2 -0.0663
C 0.8027 1.1215 -5.9566 0.0 0.0 0.0 -0.0384
H 2.0383 -4.9249 3.0129 0.0 0.0 0.0 0.0986
S -1.9485 0.7001 -3.0397 0.0 0.1 0.3 0.6008
H 1.8486 -1.0689 4.8773 0.0 0.0 0.0 0.1072
H 2.4886 -3.4050 -1.5631 0.0 0.0 0.0 0.0895
C -1.6868 1.3204 4.5515 0.0 0.1 -0.1 -0.0373
C -0.3224 -2.5090 2.6924 -0.1 0.0 0.0 -0.0085
Zn -1.3361 0.0748 0.3729 -0.6 0.1 0.5 0.7014
H 1.0001 0.7088 -6.9405 0.0 0.0 0.0 0.1049
C 1.4287 -1.8196 4.2200 0.0 0.1 0.0 -0.0428
H 0.8118 1.9676 1.1611 0.0 -0.1 0.0 0.0356
H -2.9608 3.3171 4.0803 0.0 0.0 0.0 0.0657
H 3.0077 -3.2289 4.5342 0.0 0.0 0.0 0.0997
C -1.5869 1.3635 3.1319 0.0 0.0 0.0 -0.1075
C 0.3394 -3.7146 2.5009 0.0 0.0 0.0 -0.0829
C -2.3442 2.2209 5.5532 0.2 -0.2 0.0 -0.5162
O -2.6267 1.8850 -2.5908 0.0 -0.1 -0.1 -0.3047
H -0.0840 -4.4487 1.8263 0.0 0.0 0.0 0.1108
H -1.2570 -2.2674 2.1773 0.1 0.0 0.0 0.0897
H 2.0727 3.3617 -3.7517 0.0 0.0 0.0 0.1083
O 0.6483 1.8559 0.2182 0.1 0.1 -0.1 -0.0664
O -2.2529 1.9939 6.7377 0.0 0.0 0.0 0.0536
O -2.9945 3.2666 5.0906 -0.1 0.1 -0.3 0.1184
H 1.5893 -2.2630 0.4937 0.0 0.0 0.0 0.1041
H 3.1080 1.8729 -6.8583 0.0 0.0 0.0 0.0785
H -0.9605 -0.0693 -5.6135 0.0 0.0 0.0 0.1113
O -2.0479 1.9363 0.8856 0.1 -0.1 0.1 -0.0527
H 3.5109 2.9244 -5.6258 0.0 0.0 0.0 0.0791
C -2.2035 2.2773 2.0924 -0.1 0.1 0.0 -0.5450
N -0.4728 -0.3493 3.7461 0.2 -0.1 0.0 -0.0611
O -2.6593 -0.2605 -3.8364 0.0 0.0 -0.1 -0.3077
C -0.3573 -0.9253 -1.7687 0.0 0.1 -0.2 -0.4427
Cl -0.7191 -0.5551 6.3915 0.1 0.0 0.0 0.8028
N 0.1772 -1.2086 -0.5455 -0.1 0.1 -0.3 0.0895
H -0.1631 2.3666 0.0728 0.0 0.0 0.0 0.0239
C -0.5496 1.2352 -3.9825 0.1 0.0 0.1 -0.3003
F -2.4944 -1.2648 1.0475 0.1 0.0 0.0 -0.5021
H 1.3588 -2.8381 -3.7448 0.0 0.0 0.0 0.1062
C 2.0747 -3.0306 4.0219 0.0 0.0 0.0 -0.0870
C 1.0450 -2.3759 -2.8119 0.0 0.0 0.0 -0.1308
O -2.8010 3.2890 2.4860 0.0 0.0 0.3 0.0445
C 1.5305 -3.9800 3.1646 0.0 0.0 0.0 -0.0953
C -0.9610 0.1930 4.8844 -0.1 0.0 0.0 -0.5727
C 1.6698 2.0775 -5.4289 0.0 0.0 0.0 -0.3287
C 1.1744 -2.0725 -0.4908 0.0 0.1 0.3 -0.1206
H 0.0916 2.6129 -2.4730 0.0 0.0 0.0 0.1089
N -1.3148 0.0344 -1.6953 0.6 -0.4 -0.3 -0.1201
N 2.7659 2.5285 -6.1752 -0.1 0.1 0.0 0.0802
```
Forces are in eV/Å.

Its total charge is -1. As for the lowest unoccupied orbital energy: 2.3 eV. The calculation puts the largest force on an atom at 0.824 eV Å⁻¹. Its HOMO energy is -6.0 eV. Its electronic energy is -4403.5027 Ha.

---

Entry 2:
DFT (ωB97M-V/def2-TZVPD) results for an isolated ion of composition C14H21N2O4 and charge +1 in a non-equilibrium geometry.

```
41
Properties=species:S:1:pos:R:3:forces:R:3:lowdin_charge:R:1
C -3.8058 1.8733 2.1283 0.4 1.6 0.3 0.0201
C 3.7433 0.1575 2.2317 -0.8 -0.8 -1.0 0.0072
H 0.5750 1.6335 0.8174 -1.0 0.3 -1.0 0.1300
H -0.3342 -0.6587 0.0254 -1.4 -0.2 -0.3 0.1090
H -0.1730 3.2383 0.3554 -0.2 -1.8 0.0 0.1303
H 4.8018 -0.1052 2.5773 -1.7 0.5 -0.6 0.0997
H 0.8027 -3.9289 -2.9255 -0.1 1.6 0.7 0.1064
H 3.4900 1.2596 2.3583 0.4 -1.4 -0.1 0.0831
H -1.6025 -0.6550 -1.3378 0.2 -0.2 1.8 0.1418
C -1.8103 -2.3481 0.1343 -0.1 -0.3 1.0 -0.1651
O -1.2724 -3.2784 -0.8669 1.5 1.8 0.4 -0.0692
C -2.3034 0.2447 0.6385 1.0 -0.5 -0.8 -0.0890
H 0.6889 -0.2727 -1.7934 0.4 1.6 0.1 0.0709
H 0.1628 2.8910 -1.9112 -0.2 -1.4 0.9 0.1255
H 1.8625 -2.5739 -2.1709 -1.5 -0.7 -0.3 0.0969
H -2.2478 3.6667 1.9003 -0.8 -1.7 -0.2 0.1320
C 3.6009 -0.2516 0.6729 2.9 -1.2 0.1 -0.4107
C 0.7937 -2.9289 -2.3629 -0.2 -0.3 1.2 0.0129
C -0.2408 2.1001 0.1710 -0.8 0.8 0.4 -0.1324
H 3.3153 0.5719 -1.6767 -1.4 0.7 0.7 0.1396
O 4.5651 -0.7634 0.0733 -3.7 1.9 1.5 0.0817
N -3.5112 -0.2592 1.1156 2.6 1.9 -0.6 0.1183
C -1.4349 -0.8307 -0.2084 -0.9 0.1 0.1 -0.0892
C -1.6385 1.6414 0.7686 -3.8 0.9 2.6 -0.0124
N -4.2477 0.5621 1.8558 2.6 3.6 0.0 0.0275
C -0.0657 1.8896 -1.4119 -0.4 -1.0 -0.3 -0.1680
C 1.0358 0.8103 -1.8379 1.0 0.4 -0.8 -0.1614
H -2.9255 -2.5683 0.1811 1.6 0.5 -0.3 0.1300
C 0.1507 -3.2099 -0.9050 1.7 -0.7 1.6 -0.4156
H -4.4974 2.4930 2.8086 1.0 -1.3 -1.2 0.1468
H 1.2825 1.0148 -2.9482 -0.5 -0.3 1.7 0.1352
H 2.5818 1.9881 -0.6940 -0.1 -1.5 -0.2 0.1414
H -1.0698 1.5258 -1.8513 1.5 0.7 0.6 0.1177
C 2.4217 0.9106 -1.0486 -0.3 -0.3 -0.9 -0.1583
O 0.8280 -3.4002 0.1250 -2.4 1.0 -3.6 0.0766
O 2.3302 -0.0433 0.0647 1.6 1.0 0.6 -0.1153
H -5.1383 0.2025 2.2512 0.9 0.3 -0.4 0.1931
H -1.3659 -2.5968 1.1612 -0.6 0.3 -1.4 0.1401
C -2.5400 2.5941 1.6506 -0.1 -5.5 -2.0 0.0950
H 2.9722 -0.4853 2.8015 1.2 1.1 -0.8 0.0973
H 0.2200 -2.1103 -2.9175 0.6 -1.4 0.7 0.0805
```
Forces are in eV/Å.

Its total charge is +1. As for the lowest unoccupied orbital energy: -5.3 eV. For the relative energy (zero: lowest compared OMol25 entry of this formula, charge and spin), the calculation gives 222.0 kJ/mol. The calculation puts the largest force on an atom at 5.805 eV Å⁻¹. Its SMILES is CC(=O)OCCCCc1cc[nH+]nc1CCOC(C)=O. Its HOMO energy is -12.7 eV. Its electronic energy is -956.1070 Ha.

---

Entry 3:
DFT (ωB97M-V/def2-TZVPD) results for a 3-piece molecular cluster, C31H55F14NO12P2S3 overall in a non-equilibrium geometry.

```
118
Properties=species:S:1:pos:R:3:forces:R:3:lowdin_charge:R:1
C -2.5767 -0.3707 -3.5297 0.0 -0.4 0.0 -0.3318
H 5.9028 -3.5372 -1.9126 0.1 0.1 0.2 0.0589
C 5.8751 -4.3223 -1.1476 -1.0 0.1 -0.8 -0.5171
C -3.3237 -4.5401 0.8707 -0.9 1.2 0.1 -0.2484
H -4.7342 2.6948 4.6506 0.0 0.0 0.0 0.0690
F -2.1171 2.0216 -3.6740 -0.2 0.4 0.8 0.2043
C -0.0187 -4.8552 -0.4824 -0.7 1.0 -0.6 -0.1816
H -4.5274 -3.0887 -0.1620 -0.3 0.3 0.2 0.0604
F 3.5212 2.5023 1.2387 0.9 -0.6 0.4 0.2032
F 2.1500 3.7293 0.2418 -0.5 0.5 -0.3 0.1651
H -0.3446 0.7598 -2.2251 -0.3 -0.1 0.1 0.1066
F -2.5486 0.9550 -5.4583 -0.6 0.0 -0.5 0.1859
S -1.8338 2.7593 3.9821 0.1 0.5 -0.4 0.5711
F -2.4731 0.2960 0.1823 -0.4 -0.4 0.3 0.1147
H 8.7055 -1.0529 -0.8180 0.7 0.5 0.5 0.0583
P -0.8030 -4.8518 1.1637 -0.6 -0.8 0.9 0.5026
H -6.7208 9.0415 -1.3254 0.2 -0.2 -0.1 0.1211
C -0.3171 3.6231 3.7567 0.0 0.1 0.0 -0.1176
C -2.2626 0.7453 -1.0821 1.6 0.0 1.0 -0.4337
H -4.3820 3.7649 1.8131 0.3 0.1 0.0 0.0998
H -0.5919 2.0289 -1.0755 -0.2 -0.1 -0.2 0.1348
C 6.9440 -0.3477 -0.0116 -1.2 -0.1 1.0 -0.1995
H 3.4900 -3.2637 -4.5032 0.1 0.1 0.0 0.0278
H -4.0495 -2.6384 1.5073 -0.4 0.1 0.0 0.0791
H -7.1604 8.0492 0.0548 0.1 -0.1 0.0 0.1157
S 5.8738 -3.5641 0.5059 0.1 -0.3 0.3 0.8790
O -1.7063 1.4408 3.4354 -0.1 -0.1 0.2 -0.2783
H -3.2290 -5.0205 -0.1058 -0.2 -0.2 0.2 0.1157
C 4.6306 -5.2051 -1.4332 -0.1 0.2 0.0 -0.1569
O 2.1633 -0.1567 -4.4391 1.0 -1.0 0.6 -0.2969
H 4.6284 -0.7900 -0.6112 -0.7 0.2 0.1 0.1292
H -3.9966 2.1254 2.3163 0.2 0.0 0.1 0.1138
H -6.0196 3.0438 3.4959 0.0 0.1 -0.1 0.0846
O -2.0720 -3.8553 1.1488 1.2 -0.3 0.0 -0.2262
C 4.5257 -1.0312 0.4549 2.0 -0.5 0.2 -0.3577
C 5.8813 -0.5538 1.0559 -0.3 1.5 0.0 -0.1675
H -0.2702 -0.7913 -0.0712 0.3 0.0 0.0 0.1246
H 1.4719 -6.3452 3.5180 -0.3 0.0 -0.2 0.0870
H 6.6721 0.3366 -0.8116 -0.1 -0.6 -0.4 0.1061
H -3.5628 -5.2462 1.6629 0.5 -0.2 -0.2 0.1095
H -0.7317 -3.7140 -2.2097 -0.3 0.3 0.2 0.1142
H -0.1373 0.6790 0.8002 0.4 0.0 0.0 0.1229
O 3.5413 -0.2803 1.1411 -0.3 -0.7 -0.2 -0.0815
H -0.5389 -5.6333 -1.0467 0.0 -0.2 0.5 0.1003
C -5.9935 9.8100 0.5366 0.2 -0.1 0.2 -0.0751
O -5.2271 7.8200 -0.6873 0.2 -0.2 0.0 -0.2623
C -6.3589 8.6537 -0.3746 -0.5 0.5 0.3 -0.2522
H 6.2093 -1.1612 1.9015 0.1 -0.1 -0.3 0.1040
H -5.6765 9.4578 1.5173 0.0 0.0 0.0 0.0691
H 1.5998 -3.6989 -2.3717 0.2 0.2 0.1 0.0823
F 1.4332 2.2237 1.5775 -0.5 -0.5 0.3 0.1639
H 3.9875 -5.1982 -0.5482 0.1 -0.4 -0.1 0.0436
H -3.0145 5.2535 0.1039 -0.1 0.0 0.1 0.0669
H 1.9646 -4.3028 1.2409 -0.3 -0.1 0.0 0.0703
P 1.9346 -1.7351 -3.9317 -2.0 -1.1 -0.9 0.8953
H 4.0203 -4.8106 -2.2493 0.1 0.2 0.0 0.0369
F -3.6791 -0.7210 -4.1821 -0.9 0.2 -0.1 0.1727
H 1.8324 -3.1498 -0.7297 0.2 0.5 -0.2 0.0771
O -5.7188 6.0096 0.9091 0.0 0.1 0.3 -0.2778
H -5.0205 4.3557 4.1580 -0.1 0.0 -0.1 0.0887
O -3.8801 7.6338 1.3704 -0.2 -0.1 0.3 -0.2704
N 3.4632 -2.5431 -3.7918 -0.2 1.5 0.1 -0.1628
C -0.2025 -3.5076 -1.2802 1.7 -0.8 0.8 -0.1898
F -4.2652 -0.1038 -1.9153 -0.5 0.6 -0.2 0.1617
C -3.5644 5.9237 -0.5557 0.0 0.0 -0.1 -0.1166
C -0.7492 0.9576 -1.2290 0.9 0.4 0.0 -0.0297
H 4.2069 -1.8675 -3.9656 0.4 -0.4 0.3 0.0357
C 8.1146 -0.9304 0.0844 0.5 0.0 -0.6 -0.0247
C 4.3315 -2.5767 0.5231 -0.1 0.1 -1.1 -0.3886
C -4.0401 3.1633 2.6543 -0.8 -0.3 0.0 -0.2488
H 1.6207 -0.1175 1.6869 0.4 -0.1 0.1 0.1353
C -1.9598 0.8597 -4.2726 -0.3 -0.1 -1.3 -0.5699
H 3.8549 -2.8673 -0.4213 -0.2 0.0 0.3 0.0509
C -4.4195 -3.4380 0.8656 1.1 -1.0 -0.4 -0.0521
H -0.4656 4.6742 3.9922 -0.1 0.0 0.0 0.0799
H 3.0869 -0.0684 -4.7207 -0.3 0.4 0.0 0.0459
H -4.1423 5.3538 -1.2784 0.0 0.0 0.0 0.0769
H 2.0600 -3.9863 2.9513 -0.3 0.1 -0.1 0.1200
H -2.8761 6.6041 -1.0510 0.0 0.0 0.0 0.0771
C 1.8791 -6.0504 2.5520 0.7 0.4 -0.4 -0.0657
C -2.9422 -0.2853 -2.0100 -0.6 0.3 0.4 -0.3498
C 2.3509 2.4729 0.6541 0.2 1.2 -0.4 -0.5498
O -2.7195 3.6381 2.9880 0.3 0.0 0.0 -0.2655
S -4.6608 6.8618 0.4560 0.3 0.0 -0.7 0.5668
H -0.7293 -2.8336 -0.6043 -0.2 0.3 -0.6 0.0735
H 1.0247 -5.1704 -0.4223 -0.1 0.0 0.0 0.0783
H 4.8849 -6.2261 -1.7266 0.1 0.0 0.3 0.0689
F 3.5629 1.4167 -1.0237 0.7 -0.4 0.1 0.1540
F -0.6860 0.6733 -4.5374 1.0 -0.2 0.5 0.1813
H -5.1672 10.3833 0.1152 -0.1 0.0 0.0 0.0852
O -1.2145 -6.2122 1.4975 -0.2 -1.0 -0.1 -0.2632
O 0.1487 -4.2782 2.3396 -0.1 0.7 -1.7 -0.1795
F 1.7167 2.2420 -1.5952 -0.8 0.1 -0.2 0.1393
C 1.2387 -1.5501 -2.1776 1.6 -0.5 -1.2 -0.4219
H 0.2014 -1.2778 -2.3891 0.2 0.6 0.4 0.0792
C 2.2973 1.5417 -0.6022 0.1 -0.3 -0.1 -0.3526
C 1.2255 -2.9889 -1.6208 -1.2 -0.2 0.1 -0.1998
C 1.6212 0.1642 -0.4275 0.7 -1.2 1.5 -0.2928
H 2.9727 -6.0731 2.6653 -0.1 -0.1 -0.1 0.0804
H 1.9047 -1.6085 0.8801 0.3 0.0 -0.5 0.1272
C 0.1162 0.2326 -0.1606 -1.3 -0.3 -1.0 -0.0637
H 8.4165 -1.3054 1.0546 0.1 -0.8 -0.4 0.0647
H -5.3301 -3.8923 1.2544 -0.1 0.4 -0.2 0.0729
C 1.5410 -4.5990 2.2064 0.7 -0.2 1.2 -0.2973
O 2.0733 -0.5963 -1.5444 -0.8 0.5 0.1 -0.0817
H 6.7865 -4.9015 -1.2986 0.1 0.1 0.5 0.0668
H 3.6693 -2.9054 1.3259 0.3 0.2 0.2 0.0606
C 2.1985 -0.5520 0.8611 -1.1 1.2 0.3 -0.1028
H 0.0108 3.4936 2.7324 0.0 0.0 0.0 0.0453
H -6.8505 10.4693 0.6781 0.0 0.0 -0.1 0.0817
H 1.6320 -6.7548 1.7566 -0.3 0.0 0.2 0.0731
H 5.6794 0.4469 1.4696 -0.2 -0.2 0.0 0.1191
O -2.2857 2.9647 5.3217 0.0 -0.3 0.1 -0.2688
F -1.7450 -1.4059 -3.7087 0.8 -0.1 0.2 0.1384
H 0.4060 3.1887 4.4446 -0.1 -0.1 0.0 0.0829
F -2.7296 -1.4933 -1.4793 0.7 -0.6 0.0 0.1513
F -2.8802 1.9357 -1.1080 -0.6 0.4 -0.7 0.1263
C -5.0125 3.3240 3.8058 0.1 0.0 0.3 -0.0663
```
Forces are in eV/Å.

Its total charge is 0. As for the lowest unoccupied orbital energy: 0.2 eV. For the relative energy (zero: lowest compared OMol25 entry of this formula, charge and spin), the calculation gives 0.0 kJ/mol. The calculation puts the largest force on an atom at 2.428 eV Å⁻¹. Its SMILES is C=CC[C@@H](CSCC)OC[C@](CCC(F)(F)C(F)(F)C(F)(F)C(F)(F)F)(O[C@H](CCCP(=O)(OCC)OCC)P(N)O)C(F)(F)C(F)(F)F.CCOS(C)(=O)=O.CCOS(C)(=O)=O. Its HOMO energy is -8.5 eV. Its electronic energy is -5447.2436 Ha.

---

electronic energy of number 2 (C14H21N2O4)?
-956.1070 Ha

---

What is the formula in the third record?
C31H55F14NO12P2S3

---

Which formula does entry 3 have?
C31H55F14NO12P2S3

---

What is the formula in the second record?
C14H21N2O4